[1]
Formula: C19H6Cl10N2SSr
Source: the OMol25 dataset
Level of theory: wB97M-V/def2-TZVPD

For the energy above the lowest of the compared OMol25 structures with the same formula, charge and spin, the calculation gives 1.1 kcal/mol. Its HOMO energy is -8.98 eV. For the frontier orbital gap, the calculation gives 8.9 eV. As for the total energy: -159677.5919 eV. As for the largest force on an atom: 0.24 eV/A.

Cartesian coordinates (Å):
1 Sr -1.263282 0.200102 -0.061183
2 Cl 0.738507 3.855046 -0.968220
3 C -0.946001 4.020097 -0.509698
4 C -1.603926 2.880369 -0.079423
5 C -2.914948 3.083842 0.291698
6 Cl -3.818454 1.655931 0.873298
7 C -3.587631 4.299615 0.248763
8 Cl -5.232360 4.448541 0.727744
9 C -2.875689 5.412909 -0.197515
10 Cl -3.644186 6.948143 -0.269633
11 C -1.537469 5.278025 -0.579401
12 Cl -0.658192 6.656369 -1.114278
13 Cl -2.209601 -2.056896 1.734540
14 C -1.866355 -2.990062 0.247996
15 C -1.481724 -2.267256 -0.860538
16 C -1.173815 -3.030859 -1.969847
17 Cl -0.617840 -2.184589 -3.403584
18 C -1.259920 -4.418552 -2.002524
19 Cl -0.861356 -5.313540 -3.417221
20 C -1.676908 -5.092743 -0.848895
21 Cl -1.803541 -6.807756 -0.848424
22 C -1.981591 -4.374209 0.305085
23 Cl -2.477411 -5.185448 1.739375
24 N 0.237066 1.653352 2.143909
25 C 1.309711 0.940401 1.659620
26 N 1.242227 0.298506 0.532877
27 C 2.425277 -0.388235 0.277146
28 C 2.669376 -1.184072 -0.838064
29 C 3.886918 -1.830100 -0.931893
30 C 4.855279 -1.694677 0.065914
31 C 4.620967 -0.912622 1.182071
32 C 3.397276 -0.262651 1.273200
33 S 2.803134 0.782472 2.536403
34 H -0.215042 2.289000 1.475367
35 H 0.348132 2.063205 3.057890
36 H 1.913166 -1.296955 -1.605546
37 H 4.091210 -2.454455 -1.791237
38 H 5.800631 -2.210641 -0.032774
39 H 5.368359 -0.809610 1.956987

Cartesian forces (eV/Å) of the 3 atoms listed first:
-0.07 0.12 0.07
0.01 0.01 -0.01
0.03 -0.05 0.02

What are the natural (NBO) partial charges on each atom? They are as follows, in elementary charge units: 1.769 -0.016 -0.058 -0.567 -0.054 -0.068 -0.113 0.055 -0.080 0.061 -0.103 0.055 -0.078 -0.054 -0.545 -0.054 -0.023 -0.100 0.051 -0.083 0.056 -0.111 0.049 -0.862 0.271 -0.634 0.196 -0.235 -0.195 -0.210 -0.196 -0.251 0.389 0.430 0.405 0.233 0.224 0.222 0.225

=====

[2]
Formula: C26H25BN2O6S4SbTc
Source: the OMol25 dataset
Level of theory: wB97M-V/def2-TZVPD

Its HOMO energy (alpha / beta) is -7.26 / -7.26 eV. For the frontier orbital gap (alpha / beta), the calculation gives 5.2 / 5.2 eV. As for the total energy: -95386.7880 eV. As for the largest force on an atom: 1.19 eV/A.

Cartesian coordinates (Å):
1 Tc 0.072605 -0.197525 -0.075042
2 O 2.834356 0.758749 2.659941
3 C 1.909800 0.330781 2.012345
4 O 1.909675 0.149174 0.713681
5 C 0.622986 -0.091204 2.690651
6 C 0.538478 -0.116484 4.033599
7 C -0.673653 -0.515176 4.687237
8 C -1.697947 -0.928076 3.927142
9 C -1.557642 -0.935412 2.484967
10 N -0.432409 -0.426976 1.834239
11 C -2.555764 -1.611870 1.870296
12 O -3.479120 -2.201884 1.524962
13 O -2.027425 -0.809279 -0.602600
14 H 1.418811 0.189571 4.582401
15 H -0.753990 -0.509443 5.765130
16 H -2.624694 -1.286019 4.356364
17 S 3.253833 -5.344712 -2.402294
18 Sb 2.727691 -4.845707 -0.327985
19 S 2.845999 -2.540491 0.241679
20 S 0.849113 -2.462283 -0.438512
21 S 2.117457 -6.136574 1.345703
22 N -0.154222 0.480258 -1.772099
23 C -0.998385 0.761869 -2.672583
24 C -0.611396 0.829344 -4.101214
25 C -1.542251 0.619905 -5.114227
26 C -1.143537 0.653862 -6.443086
27 C 0.183605 0.898978 -6.765711
28 C 1.114047 1.110357 -5.755067
29 C 0.719281 1.077585 -4.428501
30 C -2.372099 1.025279 -2.171707
31 C -3.179891 2.056413 -2.635857
32 C -4.386144 2.338567 -2.010781
33 C -4.801928 1.581258 -0.925303
34 C -4.020518 0.528851 -0.463948
35 C -2.822202 0.274433 -1.093557
36 H -2.577975 0.419591 -4.866716
37 H -1.870450 0.482716 -7.226426
38 H 0.493559 0.925655 -7.802497
39 H 2.150102 1.301906 -6.001704
40 H 1.436508 1.240664 -3.633368
41 H -2.841404 2.651214 -3.475548
42 H -4.999383 3.155136 -2.368217
43 H -5.741615 1.800755 -0.435505
44 H -4.345540 -0.085941 0.362017
45 H -1.946993 -1.484543 -1.293930
46 C 2.045395 4.797114 0.537692
47 C 0.767743 4.141403 0.051214
48 C 0.225926 4.861200 -1.172943
49 O 1.103252 2.795408 -0.377275
50 B 0.134997 1.955642 0.081258
51 O -0.816356 2.575431 0.865337
52 C -0.309985 3.907416 1.169797
53 C 0.275947 3.837204 2.571298
54 C -1.483085 4.865837 1.137636
55 H 2.727348 4.924065 -0.303888
56 H 2.546674 4.187170 1.286826
57 H 1.837098 5.783527 0.959570
58 H 0.978364 4.814496 -1.960889
59 H 0.009977 5.909949 -0.961425
60 H -0.682800 4.382838 -1.543518
61 H 1.126721 3.155081 2.622838
62 H -0.497100 3.469950 3.248486
63 H 0.601186 4.819951 2.917783
64 H -2.013196 4.825637 0.187716
65 H -1.148509 5.891985 1.309062
66 H -2.182462 4.601185 1.932225

Cartesian forces (eV/Å) of the 3 atoms listed first:
0.18 -0.67 0.97
0.10 0.03 0.03
-0.12 -0.08 -0.20

What are the natural (NBO) partial charges on each atom? They are as follows, in elementary charge units: 0.693 -0.594 0.755 -0.641 0.047 -0.169 -0.234 -0.142 -0.171 -0.392 0.793 -0.398 -0.681 0.258 0.231 0.228 -0.597 1.360 -0.222 -0.330 -0.607 -0.341 0.112 -0.013 -0.215 -0.212 -0.199 -0.203 -0.188 -0.049 -0.190 -0.206 -0.184 -0.238 0.267 0.213 0.217 0.217 0.220 0.235 0.231 0.224 0.224 0.233 0.519 -0.626 0.234 -0.629 -0.750 1.067 -0.774 0.257 -0.642 -0.629 0.223 0.233 0.209 0.226 0.214 0.211 0.229 0.220 0.216 0.219 0.214 0.220